Entry 1:
Entry from the Open Molecules 2025 dataset: a cluster of 14 separate species, C72H78F10N4O4 in total in a non-equilibrium geometry (ωB97M-V with the def2-TZVPD basis set).

Structure (XYZ):
```
168
Properties=species:S:1:pos:R:3:forces:R:3
C -0.9037 7.0933 3.6132 -0.7589 0.0850 -0.1932
C -1.8013 6.1984 2.7707 0.2228 0.4859 0.2841
O -2.2129 6.5719 1.6910 -0.2038 -0.1525 -0.3992
N -2.0693 4.9781 3.2844 1.5453 -0.0111 1.4853
C -2.7033 3.9360 2.5726 -1.6601 -1.0998 -0.3041
H -0.9174 6.8729 4.6595 0.2595 -0.6703 0.6743
H -1.2690 8.1133 3.5905 0.0500 0.1913 -0.5709
H 0.0908 7.0237 3.2007 0.3789 0.1470 0.0271
H -1.6170 4.7201 4.1697 -0.2939 0.3391 -0.8592
H -3.7760 4.0824 2.6524 -0.5191 0.1261 -0.3146
H -2.5859 2.9609 3.0544 0.6477 0.2402 -0.1435
H -2.4861 3.8564 1.5030 0.4864 0.2295 0.2992
C -1.8635 0.9769 5.3896 0.1595 0.4364 0.4138
C -0.6697 0.5946 4.5065 -0.0798 0.6130 0.1739
O -0.2585 1.3148 3.5918 -0.3970 -0.2689 0.6031
N -0.0883 -0.5832 4.7916 0.2812 -1.3379 -0.0834
C -0.4727 -1.5632 5.8342 -0.9926 0.9628 0.2309
H -1.6315 1.0856 6.4709 0.2846 -0.2848 -0.6202
H -2.6084 0.1762 5.3296 -0.1114 0.2632 -0.1283
H -2.2622 1.9664 5.0995 0.0923 -0.7089 -0.2005
H 0.6357 -0.8893 4.1217 -0.6204 0.3832 0.6548
H 0.2441 -2.3568 5.8289 0.6977 -0.2316 0.1630
H -1.4452 -2.0837 5.7077 0.3230 0.6197 -0.4846
H -0.5384 -1.0750 6.8337 0.3897 -0.3402 -0.6407
C -1.2809 0.7138 0.6266 -0.6614 0.3100 1.2025
C -0.2430 -0.1116 -0.0312 1.0054 0.9104 -0.4218
O -0.3542 -1.3144 -0.1831 -0.0848 -1.1048 -0.0081
N 0.8786 0.5535 -0.4125 -0.2523 0.4701 0.7006
C 2.0427 -0.0452 -1.0276 -1.0613 -0.3321 -1.5279
H -1.5717 1.6410 0.1680 0.0780 0.1537 -1.0078
H -0.8841 1.1368 1.5770 -0.3416 -0.9522 -0.1504
H -2.1924 0.1059 0.7467 0.5379 0.3000 0.2674
H 0.8507 1.5703 -0.3641 0.2339 -0.3064 -0.0071
H 2.8818 0.6221 -0.9278 0.3127 0.0944 0.1058
H 1.7989 -0.1709 -2.1039 0.4499 0.0866 0.2842
H 2.2648 -1.0692 -0.7177 -0.2025 0.3178 0.4921
C 0.0170 5.2259 -1.6274 0.0925 -0.7457 1.2100
C 1.2160 4.4126 -2.0726 -1.1368 0.4493 0.0737
O 1.6840 3.5457 -1.3471 0.2745 -0.2841 0.0365
N 1.6851 4.6898 -3.2970 1.5481 -1.0043 -0.9314
C 2.9064 3.9627 -3.7774 -0.5513 0.9271 0.6681
H -0.2586 6.0629 -2.2266 -0.3257 0.3011 -0.9077
H 0.2910 5.6739 -0.6767 0.0753 -0.0589 0.3094
H -0.8311 4.5537 -1.3901 0.4508 0.4728 -0.4154
H 1.2720 5.3988 -3.8675 -0.1534 0.1661 0.0293
H 3.7518 4.3881 -3.2452 0.2515 -0.1659 0.1803
H 3.1330 4.0940 -4.8376 -0.6471 -0.0673 0.0752
H 2.7958 2.9241 -3.4914 0.1073 -0.1563 -0.2180
F 5.3636 0.6234 -1.1652 0.5709 -0.9257 0.2158
C 5.8872 -0.5402 -0.6205 -0.8134 1.1050 -0.6431
C 5.0200 -1.3167 0.1144 1.2436 0.3911 0.0545
C 5.5522 -2.4363 0.7102 0.2079 -0.9953 0.3382
C 6.8642 -2.8202 0.4356 0.3147 0.1719 0.1616
C 7.7138 -1.9777 -0.2961 -1.1890 -1.0099 0.7170
C 7.2192 -0.8205 -0.8273 -0.0709 1.2736 -1.0975
H 4.0452 -0.9540 0.2728 -0.9514 0.1480 0.2955
H 4.9775 -3.0228 1.4333 -0.0649 0.0974 -0.4600
H 7.2415 -3.7715 0.8126 -0.0436 0.3589 0.0752
H 8.7200 -2.2544 -0.4176 1.1438 -0.2793 -0.3082
H 7.7957 -0.1412 -1.4822 -0.2368 -0.4604 0.6359
F -3.8086 0.8958 2.2416 -0.2855 0.2534 -0.7124
C -5.1411 0.6964 2.4373 1.1169 -0.2240 1.5593
C -5.9369 0.1298 1.5115 -1.2351 0.0649 -1.6883
C -7.3064 -0.0332 1.7591 0.4070 0.6765 1.7155
C -7.7260 0.2053 3.0871 -1.2314 -0.2910 -1.0321
C -6.8449 0.6265 4.0657 0.5681 0.0163 -1.5096
C -5.5484 0.9092 3.7306 -0.0255 -0.2280 -0.5137
H -5.5519 -0.0746 0.5407 0.3334 -0.1056 -0.6938
H -8.0244 -0.2294 0.9639 0.3379 -0.3372 0.2650
H -8.7892 0.0886 3.3300 0.4613 -0.0149 -0.0509
H -7.0814 0.8018 5.0540 -1.0890 0.1241 1.8934
H -4.8107 1.1955 4.4336 0.4630 0.4457 0.7060
F 4.4604 1.3067 -8.7051 0.1797 0.0385 -0.2315
C 4.0031 0.9741 -7.4939 -1.2163 0.1787 0.7282
C 4.7987 0.3631 -6.5750 1.8804 -0.9308 0.7338
C 4.2914 0.0038 -5.3162 -0.5756 0.9022 -0.5929
C 2.9593 0.3088 -4.9998 1.3398 -0.5848 1.0686
C 2.1445 0.9130 -5.9280 0.7342 -0.1498 -0.2011
C 2.6879 1.2541 -7.1617 -1.6288 0.4394 -1.7444
H 5.8572 0.1528 -6.8352 -0.8171 0.1178 0.2190
H 4.9329 -0.4288 -4.5652 0.1029 -0.1559 -0.0501
H 2.6445 0.0898 -3.9690 -0.1858 0.0354 -0.6987
H 1.1271 1.0644 -5.6427 -0.6204 0.3728 -0.2797
H 2.0300 1.6542 -7.9848 0.7529 -0.2481 1.0608
F -2.4483 3.0743 -1.1643 0.5361 0.1470 0.1786
C -3.7406 2.7377 -1.2807 -0.8599 -0.7443 -0.0290
C -4.0710 1.8070 -2.2636 1.0785 0.7853 -0.1292
C -5.3905 1.5217 -2.5217 -1.0914 -0.5210 0.3474
C -6.3708 2.1043 -1.7059 0.9506 1.2003 0.4728
C -5.9910 3.0462 -0.7142 -0.8094 -1.3160 0.2523
C -4.6689 3.2847 -0.4050 0.5681 0.0721 -0.9978
H -3.2447 1.4088 -2.8538 -0.4991 -0.0034 0.1801
H -5.6450 0.8018 -3.3177 0.0733 0.4466 0.5511
H -7.4180 1.9038 -1.7762 -0.4104 -0.2302 -0.4341
H -6.7497 3.4747 -0.0571 0.0671 -0.1201 -0.2983
H -4.3445 3.8929 0.4229 -0.0923 0.2751 -0.0686
F -2.4893 1.8045 -6.5923 -0.1900 0.3486 0.5148
C -2.0969 1.1559 -5.4704 0.2526 -0.9699 -0.6706
C -1.4923 1.7896 -4.4195 1.0608 1.1436 0.4435
C -0.9196 1.0183 -3.4175 -0.7084 -0.7645 0.3794
C -1.1048 -0.3659 -3.4050 0.9984 -0.7780 1.4403
C -1.7380 -1.0088 -4.4365 -1.2073 -0.5296 -1.0175
C -2.2315 -0.2227 -5.4890 -0.7250 -0.6064 -0.3303
H -1.3881 2.8748 -4.3209 -0.1845 -0.3396 -0.4513
H -0.4766 1.4835 -2.5491 0.1693 0.1789 -0.0711
H -0.7808 -1.0115 -2.5498 -0.0566 0.9340 -0.7101
H -1.9460 -2.1160 -4.4051 0.3496 1.3614 -0.0761
H -2.8341 -0.6346 -6.3165 0.6106 0.0343 0.4270
F -4.5017 -2.6249 -2.1020 -0.5851 0.4764 0.2622
C -3.6417 -3.6272 -1.8767 0.5108 0.1492 0.1018
C -2.6526 -3.4342 -0.8926 -1.4333 0.3975 -1.3501
C -1.6667 -4.3535 -0.7536 -0.2745 -1.8801 -1.7185
C -1.7136 -5.4943 -1.6111 0.7424 0.3165 1.2234
C -2.7317 -5.6536 -2.5390 1.4515 -0.7296 0.4433
C -3.7213 -4.7249 -2.7050 -0.0522 0.1900 0.8124
H -2.6589 -2.5166 -0.3615 0.0344 0.6761 0.4771
H -0.8503 -4.1764 -0.1028 0.5851 -0.0389 0.6853
H -0.9432 -6.2690 -1.4618 -0.4434 0.4447 -0.3802
H -2.6914 -6.5121 -3.1771 -0.1635 -0.4634 -0.1854
H -4.5362 -4.9729 -3.3537 -0.3282 0.5724 -0.3930
F 4.7361 -3.1082 -5.2007 0.1047 -0.3199 0.4774
C 3.7438 -3.3444 -4.3043 0.1801 -0.2742 0.5794
C 2.4529 -3.2903 -4.7768 0.2282 -0.0135 1.1875
C 1.4572 -3.3466 -3.8022 -0.4289 -0.2232 -0.9612
C 1.6888 -3.5047 -2.4377 -0.0460 0.1704 -0.5392
C 2.9913 -3.6803 -2.0097 0.5952 0.5637 -1.6260
C 4.0324 -3.6054 -2.9545 0.2000 0.7394 -0.4826
H 2.2712 -3.1568 -5.8294 -0.2037 0.0836 -0.0887
H 0.4663 -3.2907 -4.2252 -0.4327 0.1356 0.4686
H 0.8652 -3.3999 -1.7469 -0.0685 -0.2354 0.0924
H 3.2478 -3.7316 -0.9857 0.1467 -0.2620 0.9671
H 5.0802 -3.5594 -2.6511 -0.2863 -0.2653 0.0319
F 1.4215 -4.9946 1.4788 0.2603 0.4010 0.5842
C 1.9623 -4.0186 2.2756 -0.6003 0.5905 -1.2125
C 1.8551 -2.7007 1.8373 -0.3469 -1.0523 -1.3633
C 2.3647 -1.6934 2.5918 0.5036 0.0045 0.5415
C 3.0616 -2.0167 3.7904 -0.0878 1.3621 -1.0979
C 3.1850 -3.3089 4.1909 -0.4078 -0.8088 0.0115
C 2.5698 -4.3269 3.4365 0.2123 -0.8061 1.0128
H 1.4421 -2.5332 0.8388 -0.2402 0.1476 0.4310
H 2.2332 -0.6968 2.1760 0.2853 0.0489 0.4698
H 3.5434 -1.2060 4.3167 -0.1669 -0.5045 0.1992
H 3.7295 -3.5224 5.1003 -0.0562 -0.2302 0.0006
H 2.4805 -5.3593 3.7446 0.4861 -0.0790 0.2522
F 2.6916 0.6030 4.2536 1.2778 1.4280 -1.0444
C 3.5579 1.1498 3.3003 0.1964 0.3724 -0.5787
C 4.8723 0.7096 3.1774 -0.0589 -1.7022 1.9146
C 5.7365 1.1698 2.2147 -0.0453 1.1962 -0.5301
C 5.3092 2.2215 1.3962 -0.3062 -0.4624 -0.2011
C 3.9756 2.5990 1.3901 -0.2194 -0.0400 0.8088
C 3.1022 2.0822 2.3848 -0.5258 0.1143 -0.2346
H 5.2076 -0.0408 3.9161 -0.0453 0.3457 -0.6290
H 6.7265 0.7595 2.0358 -0.0960 0.0067 0.5365
H 5.9809 2.7212 0.7129 0.1035 -0.2970 -0.1896
H 3.6649 3.2881 0.5960 -0.3207 -0.1526 0.6548
H 2.0584 2.3657 2.4929 0.0496 0.1217 -0.3661
F -4.2450 -3.9089 6.0142 -0.6519 -0.5100 1.3915
C -3.5504 -3.5440 4.9602 -0.1660 0.2596 -1.6857
C -2.5632 -4.3659 4.4723 1.3659 -0.0417 0.3613
C -1.8081 -3.9364 3.3560 0.0670 0.0707 0.0251
C -2.0962 -2.6936 2.7937 0.0153 -0.7492 0.0626
C -3.1817 -1.9540 3.2545 1.0764 -0.0978 -0.7669
C -3.9385 -2.3935 4.2907 0.3120 -0.3473 0.4877
H -2.2566 -5.1995 5.1209 -0.2719 0.0742 -0.7021
H -0.9771 -4.5257 2.9043 -0.7686 0.3284 0.7080
H -1.4925 -2.3402 1.9770 0.1288 0.1968 -0.2872
H -3.4090 -1.0105 2.8142 -0.0221 0.2380 -0.3238
H -4.7681 -1.7964 4.5534 -0.9091 0.2909 0.7291
```
Forces are in eV/Å.

Output
- charge = 0
- E_HOMO (eV) = -8.79

***

Entry 2:
Entry from the Open Molecules 2025 dataset: a structure of composition C23H23N5O3SSeTa (ωB97M-V with the def2-TZVPD basis set).

Structure (XYZ):
```
57
Properties=species:S:1:pos:R:3:forces:R:3
Ta 0.2302 -1.0875 -0.4090 0.5161 0.3280 -0.2096
C -2.8755 -0.7932 2.8768 0.0345 0.0310 -0.0082
C -1.6192 -0.8262 2.0828 -0.2280 -0.0623 -0.0842
N -1.5406 -1.3179 0.8991 0.3064 0.1137 -0.0847
N -2.6330 -1.9193 0.3343 -0.4365 -0.0455 0.0189
C -2.2831 -2.9099 -0.4385 0.0983 0.1299 0.1028
N -3.2176 -3.5755 -1.1142 -0.0001 -0.0970 -0.0364
S -0.6031 -3.4311 -0.5856 0.0248 0.1374 -0.0079
C -0.3331 -0.3708 2.6220 0.1838 0.0615 0.0719
C -0.2027 0.2331 3.8565 -0.0385 0.0035 0.0053
C 1.0692 0.5186 4.3365 0.0084 -0.0084 -0.0212
C 2.1649 0.1676 3.5730 -0.0102 0.0100 0.0006
C 1.9546 -0.4127 2.3319 0.1266 -0.0382 -0.0873
N 0.7397 -0.6618 1.8557 -0.2930 -0.0678 -0.1552
H -3.6012 -1.4782 2.4512 -0.0097 -0.0008 0.0008
H -2.6922 -1.0433 3.9200 0.0070 -0.0129 0.0018
H -3.2922 0.2175 2.8333 0.0066 0.0029 0.0087
H -4.1816 -3.2956 -1.0373 -0.0035 0.0180 0.0025
H -2.9704 -4.3482 -1.7047 -0.0023 0.0017 -0.0120
H -1.0809 0.4730 4.4376 -0.0041 -0.0023 -0.0003
H 1.1964 0.9943 5.2992 -0.0081 -0.0011 0.0034
H 3.1735 0.3412 3.9183 0.0056 -0.0046 -0.0115
H 2.7821 -0.6909 1.6939 -0.0085 -0.0020 0.0183
C 3.9154 -0.5536 -2.4620 -0.0082 0.0005 0.0035
C 2.7757 -1.5575 -2.4190 -0.0235 -0.0164 -0.0406
C 2.7531 -2.4866 -3.6160 -0.0622 0.0375 0.0048
O 1.5015 -0.8668 -2.2970 -0.2129 0.0679 0.3699
C 2.8281 -2.3478 -1.1159 0.5669 -0.3541 -0.4186
O 3.5408 -3.2919 -0.9610 -0.1087 0.2073 0.1834
O 2.0202 -1.8455 -0.1719 -0.1141 -0.0882 0.3257
H 3.8045 0.0992 -3.3292 0.0115 0.0040 -0.0044
H 4.8614 -1.0855 -2.5520 -0.0047 -0.0062 0.0088
H 3.9438 0.0577 -1.5598 -0.0043 0.0166 -0.0134
H 2.7625 -1.9140 -4.5445 -0.0132 0.0020 0.0062
H 1.8662 -3.1196 -3.5909 0.0071 -0.0048 -0.0135
H 3.6340 -3.1247 -3.5896 0.0085 0.0081 0.0075
H 1.2852 -0.2849 -3.0371 -0.0488 -0.1020 -0.0369
C -3.1318 3.8487 0.2043 0.0442 0.0423 -0.0046
C -3.3990 2.4833 -0.0092 -0.0161 -0.0536 -0.0085
C -2.3782 1.5818 -0.1438 -0.0048 0.0397 0.0519
C -1.0220 1.9912 -0.0683 -0.0377 0.0543 -0.1008
C 0.0777 1.0802 -0.1884 -0.0468 -0.0625 0.0876
C 1.3559 1.6070 -0.1930 -0.0475 -0.2379 -0.0130
C 1.6167 2.9864 -0.0709 -0.0268 0.1145 0.0130
C 0.5743 3.8494 0.0940 0.0480 -0.0375 -0.0053
C -0.7625 3.3782 0.0997 0.0189 -0.0743 0.0085
C -1.8389 4.2845 0.2467 -0.0452 0.0229 0.0038
H -3.9496 4.5490 0.3081 0.0012 0.0031 0.0072
H -4.4248 2.1462 -0.0880 0.0066 -0.0084 -0.0043
H -2.6188 0.5506 -0.3517 -0.0095 -0.0675 0.0560
H 2.2260 0.9561 -0.2854 -0.0371 -0.0254 0.0388
H 2.6367 3.3468 -0.0924 0.0011 0.0057 -0.0027
H 0.7518 4.9116 0.2102 0.0004 0.0020 0.0046
H -1.6162 5.3362 0.3799 0.0003 0.0004 0.0017
Se -2.9093 -0.1502 -4.0931 -0.1139 0.0333 -0.1118
C -1.8106 -0.4835 -2.8143 0.0837 -0.0232 0.0940
N -1.0540 -0.7154 -1.9314 -0.0878 0.0052 -0.0151
```
Forces are in eV/Å.

Output
- charge = +1
- relative energy (zero: lowest compared OMol25 entry of this formula, charge and spin) (kcal/mol) = 0.0
- E_HOMO (eV) = -10.74

***

Entry 3:
Entry from the Open Molecules 2025 dataset: a cluster of 2 separate species, C9H14F2NPSi in total in a non-equilibrium geometry (ωB97M-V with the def2-TZVPD basis set).

Structure (XYZ):
```
28
Properties=species:S:1:pos:R:3:forces:R:3
F 0.1879 -1.4527 -3.4407 0.6883 -0.0775 -0.8333
P 0.3976 -1.3888 -1.8332 2.1871 1.8439 -1.4972
F -0.7869 -2.3235 -1.6329 -2.1448 -2.0744 0.9801
C -0.5271 0.1846 -1.7772 -1.2433 1.3368 0.8668
C -1.7410 0.1358 -1.0824 -0.1887 -0.5767 0.5923
C -2.5128 1.2593 -0.8752 1.0165 0.7729 -1.5498
C -2.1132 2.4932 -1.3987 -1.7312 0.3337 1.7577
C -0.9250 2.6009 -2.0513 -0.5179 1.6439 -1.0933
C -0.2048 1.4511 -2.3033 -0.1713 -0.7366 1.2360
H -2.1004 -0.8092 -0.6581 0.2128 0.4034 -0.2590
H -3.4777 1.2087 -0.4879 -1.3625 -0.3335 1.0406
H -2.7673 3.3740 -1.1680 0.7702 -0.7943 -0.4959
H -0.7233 3.6401 -2.4628 0.4618 -1.6771 0.3810
H 0.6757 1.6212 -2.8007 2.1902 -0.1118 -1.3742
C -0.8326 -2.3617 1.2618 0.6812 2.5038 1.8920
N 0.3528 -1.6175 0.7792 0.8925 1.0937 2.6273
Si 1.4558 -0.7332 1.6433 0.6385 0.0511 -2.7818
C 2.1322 -0.6366 3.3973 -0.8425 -2.3790 1.1246
C 2.4044 0.4541 0.4495 -0.9055 1.1440 2.3040
H -1.5858 -1.5565 1.5636 0.3705 -1.4689 -0.8141
H -1.0312 -2.9412 0.4343 -1.6282 -1.3477 -1.4354
H -0.7336 -3.0157 2.1411 0.4316 0.1884 -0.1343
H 2.4134 0.2411 3.8987 0.4767 1.9660 -0.3002
H 1.3246 -0.9447 4.1039 0.2980 -0.3561 -0.5664
H 2.9948 -1.3171 3.6453 -0.8512 0.2670 -0.7498
H 1.7773 0.8593 -0.3227 -1.0465 0.2651 0.0292
H 2.7013 1.3129 1.1270 -0.2531 -0.6635 -0.7708
H 3.2447 0.2623 -0.1498 1.5707 -1.2166 -0.1764
```
Forces are in eV/Å.

Output
- charge = 0
- relative energy (zero: lowest compared OMol25 entry of this formula, charge and spin) (kcal/mol) = 97.2
- SMILES = FP(F)c1ccccc1.CN=[Si](C)C
- E_HOMO (eV) = -8.59

***

For the records above, the corresponding DFT total energy values read -4309.037926; -4246.319774; -1236.653621 a.u..
For the records above, the corresponding molecular weight values read 1253.42; 709.44; 233.27 g mol⁻¹.